Entry from OMol25: 10 unconnected molecules or ions with the total composition C64H126N7O13 (ωB97M-V/def2-TZVPD).

E_HOMO (alpha / beta)   -6.9272 / -8.6153 eV

The geometry in ORCA input format:
```
! wB97M-V def2-TZVPD RIJCOSX def2/J DEFGRID3
* xyz 2 2
C -16.12 25.29 -2.46
C -15.19 24.15 -1.82
C -14.62 23.21 -2.84
C -15.64 22.33 -3.52
N -15.14 21.41 -4.70
C -14.67 22.23 -5.92
C -15.89 22.62 -6.74
C -16.98 21.69 -6.33
C -16.35 20.65 -5.38
C -14.11 20.43 -4.25
C -14.56 19.42 -3.18
C -13.60 18.27 -3.05
H -16.73 24.89 -3.26
H -15.54 26.06 -2.97
H -16.75 25.81 -1.74
H -15.89 23.53 -1.24
H -14.43 24.65 -1.22
H -13.87 22.56 -2.40
H -14.04 23.78 -3.58
H -16.51 22.88 -3.88
H -16.09 21.67 -2.77
H -13.94 21.62 -6.45
H -14.14 23.13 -5.60
H -15.58 22.49 -7.78
H -16.11 23.68 -6.65
H -17.39 21.17 -7.20
H -17.81 22.20 -5.84
H -16.00 19.76 -5.90
H -17.08 20.32 -4.64
H -13.23 20.96 -3.89
H -13.82 19.78 -5.08
H -15.58 19.12 -3.43
H -14.66 20.05 -2.30
H -13.12 18.51 -2.10
H -12.88 18.13 -3.85
H -14.06 17.31 -2.82
C -4.41 18.86 -1.60
C -5.50 17.96 -1.98
C -6.62 18.58 -2.87
C -7.78 17.48 -2.96
N -9.10 18.01 -3.65
C -10.13 16.89 -3.99
C -10.76 17.14 -5.37
C -10.11 18.38 -5.94
C -8.80 18.47 -5.10
C -9.82 19.18 -2.88
C -10.18 18.92 -1.41
C -10.82 20.09 -0.75
H -3.58 18.35 -1.11
H -4.67 19.67 -0.91
H -3.85 19.20 -2.47
H -5.75 17.44 -1.06
H -5.11 17.09 -2.52
H -6.24 18.79 -3.87
H -6.96 19.53 -2.46
H -8.07 17.20 -1.95
H -7.41 16.56 -3.40
H -10.86 16.60 -3.23
H -9.59 15.95 -4.06
H -11.84 17.24 -5.31
H -10.50 16.32 -6.04
H -10.77 19.23 -5.79
H -9.96 18.29 -7.02
H -8.31 19.44 -5.08
H -8.18 17.69 -5.52
H -10.73 19.46 -3.40
H -9.22 20.09 -2.92
H -9.29 18.79 -0.79
H -10.70 17.97 -1.32
H -11.62 20.52 -1.36
H -10.00 20.80 -0.61
H -11.36 19.77 0.14
C -3.48 11.06 -6.05
C -4.55 10.03 -6.19
C -5.96 10.54 -6.12
C -6.30 11.04 -4.72
N -7.18 12.37 -4.74
C -7.86 12.44 -3.33
C -9.05 11.44 -3.46
C -9.36 11.38 -4.97
C -8.39 12.36 -5.70
C -6.37 13.62 -5.08
C -5.29 13.99 -4.17
C -4.56 15.16 -4.85
H -3.49 11.65 -5.13
H -3.53 11.80 -6.85
H -2.47 10.66 -6.10
H -4.28 9.35 -5.38
H -4.41 9.60 -7.19
H -6.44 9.63 -6.48
H -6.05 11.30 -6.89
H -5.45 11.23 -4.07
H -6.90 10.26 -4.25
H -8.30 13.42 -3.18
H -7.09 12.35 -2.57
H -9.87 11.79 -2.83
H -8.82 10.46 -3.04
H -10.36 11.73 -5.23
H -9.16 10.41 -5.43
H -8.82 13.36 -5.73
H -8.17 12.10 -6.74
H -7.04 14.48 -5.07
H -6.00 13.47 -6.09
H -4.54 13.22 -3.94
H -5.70 14.31 -3.22
H -3.81 15.64 -4.23
H -5.35 15.86 -5.14
H -4.01 14.72 -5.68
C -13.83 16.78 1.30
C -13.11 15.45 1.26
C -11.59 15.61 1.42
C -11.11 16.36 2.66
N -9.57 16.44 2.84
C -9.08 14.93 3.08
C -8.67 14.80 4.53
C -8.26 16.18 4.92
C -9.28 17.15 4.23
C -8.85 17.04 1.61
C -7.27 17.39 1.84
C -6.20 16.32 1.79
H -13.24 17.40 0.62
H -13.75 17.33 2.24
H -14.83 16.82 0.85
H -13.26 14.96 0.30
H -13.55 14.79 2.01
H -11.22 16.16 0.55
H -11.21 14.59 1.41
H -11.39 15.81 3.55
H -11.55 17.36 2.70
H -8.37 14.77 2.26
H -9.84 14.19 2.84
H -7.78 14.18 4.62
H -9.45 14.37 5.15
H -7.20 16.36 4.75
H -8.40 16.28 6.00
H -8.86 18.14 4.05
H -10.20 17.28 4.80
H -9.38 17.98 1.48
H -9.07 16.35 0.80
H -7.14 17.94 2.77
H -7.13 18.13 1.05
H -5.23 16.76 1.58
H -6.31 15.51 1.07
H -6.24 15.92 2.80
C -13.68 13.79 -8.00
C -13.11 12.36 -8.10
C -11.79 12.16 -8.91
O -10.67 12.89 -8.33
C -10.39 14.26 -8.40
N -12.91 11.82 -6.72
H -12.40 12.52 -6.20
H -13.77 11.77 -6.19
H -12.37 10.98 -6.59
H -13.02 14.65 -7.86
H -14.42 13.82 -7.20
H -14.23 13.87 -8.93
H -13.89 11.68 -8.43
H -11.96 12.55 -9.92
H -11.74 11.07 -9.00
H -10.71 14.67 -9.36
H -9.31 14.27 -8.33
H -10.73 14.76 -7.49
C -13.43 9.94 -2.74
N -14.90 9.66 -2.54
C -15.41 8.43 -2.61
C -16.81 8.31 -2.45
C -17.63 9.46 -2.49
C -17.04 10.71 -2.55
C -15.67 10.79 -2.47
C -19.09 9.37 -2.51
C -19.80 8.54 -1.69
C -21.24 8.48 -1.85
N -21.94 9.12 -2.79
C -21.19 9.84 -3.68
C -19.83 10.05 -3.45
C -23.41 9.07 -2.88
H -12.87 9.10 -2.32
H -13.14 10.80 -2.13
H -13.14 10.19 -3.76
H -14.70 7.65 -2.84
H -17.30 7.36 -2.53
H -17.55 11.66 -2.52
H -15.11 11.72 -2.42
H -19.34 7.96 -0.90
H -21.86 7.84 -1.24
H -21.72 10.24 -4.53
H -19.33 10.72 -4.14
H -23.76 8.20 -2.33
H -23.62 9.01 -3.95
H -23.85 10.01 -2.55
O -15.39 13.34 -0.42
C -16.51 14.02 -0.66
O -17.57 13.40 -0.67
O -16.47 15.29 -0.69
H -14.87 14.13 -0.24
O -9.90 15.31 -1.48
C -9.44 14.26 -0.90
O -10.22 13.38 -0.58
O -8.25 14.22 -0.62
H -10.76 14.96 -1.70
O -16.09 13.37 -4.63
C -16.58 12.43 -5.50
O -15.81 11.72 -6.09
O -17.81 12.34 -5.63
H -15.21 12.99 -4.62
O -12.74 14.69 -2.86
C -12.70 13.91 -3.93
O -13.57 13.05 -3.96
O -11.81 14.03 -4.76
H -13.48 14.23 -2.45
*
```

Löwdin atomic charge list, values in e, 8 entries: number 1, C, carries -0.069; number 2, C, carries -0.204; number 3, C, carries -0.218; number 4, C, carries -0.079; number 5, N, carries -0.161; number 6, C, carries -0.084; number 7, C, carries -0.159; number 8, C, carries -0.153



Entry from OMol25: a molecular structure, C23H43Cl2N4O7SiTm (ωB97M-V/def2-TZVPD).

Relative energy (zero: lowest compared OMol25 entry of this formula, charge and spin)   0.0 kJ/mol
E_HOMO (alpha / beta)   -6.2044 / -6.2044 eV

The geometry in ORCA input format:
```
! wB97M-V def2-TZVPD RIJCOSX def2/J DEFGRID3
* xyz 0 3
C 3.69 -2.11 -2.15
C 2.93 -1.51 -3.29
H 3.93 -3.15 -2.40
H 3.11 -2.05 -1.21
H 4.63 -1.57 -1.98
C 2.89 -2.07 -4.52
C 3.18 -3.50 -4.87
H 2.68 -1.46 -5.40
H 2.65 -4.21 -4.22
H 4.25 -3.76 -4.85
H 2.82 -3.66 -5.89
Tm 0.77 0.12 2.48
Cl 2.50 0.44 0.78
C -0.07 3.09 1.51
O -0.31 1.91 1.91
N -1.02 3.90 1.09
C -2.39 3.39 0.98
C -0.71 5.20 0.50
H 0.96 3.48 1.50
H -2.63 2.79 1.86
H -2.51 2.76 0.08
H -3.06 4.24 0.89
H 0.04 5.70 1.12
H -1.63 5.79 0.46
H -0.31 5.10 -0.52
H -3.81 0.92 5.84
H -2.06 2.47 7.59
C -3.02 0.17 6.04
C -1.56 1.49 7.57
N -1.74 0.83 6.28
H -2.92 -0.52 5.20
C -0.82 0.96 5.32
O -0.88 0.37 4.21
H -0.49 1.63 7.74
H 0.03 1.62 5.59
H -3.30 -0.36 6.96
H -2.00 0.86 8.35
H -0.28 -5.42 3.48
H -0.63 -3.67 0.39
C -1.27 -4.98 3.28
C -1.51 -3.89 1.01
N -1.15 -3.80 2.43
H -1.73 -4.71 4.23
C -0.66 -2.67 2.91
O -0.41 -1.67 2.17
H -2.30 -3.17 0.77
H -0.44 -2.63 3.99
H -1.89 -5.71 2.76
H -1.86 -4.90 0.83
O 1.20 -0.35 -2.01
C 2.24 -0.16 -2.97
C 0.85 0.00 -5.07
C 1.78 0.59 -4.21
H 0.61 -1.05 -4.93
C 0.25 0.75 -6.09
H 2.99 0.42 -2.43
C 2.25 1.88 -4.47
H -0.54 0.28 -6.68
C 0.70 2.05 -6.33
C 1.72 2.60 -5.54
H 3.05 2.27 -3.83
H 0.26 2.62 -7.16
H 2.12 3.60 -5.76
Si -0.57 -0.31 -2.33
Cl -0.50 -2.29 -2.94
C -2.06 -0.07 -3.60
C -0.58 1.70 -2.37
C -1.05 -0.43 -0.51
H -1.88 0.79 -4.26
H -2.95 0.16 -3.01
H -2.31 -0.93 -4.23
H -1.06 -1.49 -0.24
H -2.02 0.00 -0.25
H -0.24 0.08 0.04
H -0.31 2.09 -3.36
H 0.14 2.10 -1.66
H -1.57 2.10 -2.12
O 1.79 -1.26 4.07
N 1.96 -0.28 4.92
O 2.13 -0.45 6.11
O 1.91 0.91 4.37
*
```

Löwdin atomic charge list, values in e, 8 entries: number 1, C, carries -0.047; number 2, C, carries -0.233; number 3, H, carries 0.068; number 4, H, carries 0.065; number 5, H, carries 0.090; number 6, C, carries -0.136; number 7, C, carries -0.112; number 8, H, carries 0.099



Entry from OMol25: a molecular structure, C12H15BILuN3O2S (ωB97M-V/def2-TZVPD).

E_HOMO   -17.6605 eV

The geometry in ORCA input format:
```
! wB97M-V def2-TZVPD RIJCOSX def2/J DEFGRID3
* xyz 3 1
C 3.91 -2.14 0.42
C 2.80 -1.02 -0.15
C 3.65 0.39 -0.27
C 1.56 -0.98 0.92
C 0.19 -0.28 0.37
C -1.00 -1.29 -0.21
C -2.47 -0.73 -0.77
C -3.61 -1.85 -1.28
C -4.49 -2.39 0.02
O -5.14 -3.59 0.01
I -4.58 -1.12 1.84
C -2.81 0.90 -0.78
N -4.11 1.57 -1.25
S -3.82 3.30 -0.96
N -2.18 3.28 -0.31
C -1.62 1.88 -0.20
C -0.16 1.33 0.36
B 0.92 2.43 0.94
N 1.46 3.62 0.15
O 1.37 2.22 2.37
H 3.72 -3.22 -0.01
H 5.01 -1.85 0.07
H 3.97 -2.13 1.61
H 2.48 -1.39 -1.22
H 3.62 0.91 0.78
H 3.07 1.07 -1.04
H 4.78 0.24 -0.59
H 1.86 -0.45 1.93
H 1.29 -2.11 1.16
H -0.87 -2.47 -0.24
H -4.36 -1.39 -2.08
H -3.06 -2.77 -1.80
H 2.31 3.97 0.66
H 1.76 3.35 -0.81
H 0.50 1.93 2.82
Lu -5.94 0.77 -2.44
*
```

Löwdin atomic charge list, values in e, 8 entries: number 1, C, carries -0.098; number 2, C, carries -0.351; number 3, C, carries -0.087; number 4, C, carries -0.135; number 5, C, carries 0.008; number 6, C, carries 0.151; number 7, C, carries -0.100; number 8, C, carries -0.165



Entry from OMol25: 9 unconnected molecules or ions with the total composition C5H30N2O9 (ωB97M-V/def2-TZVPD).

Relative energy (zero: lowest compared OMol25 entry of this formula, charge and spin)   214.7 kJ/mol
SMILES   NCCCCNCO.O.O.O.O.O.O.O.O
E_HOMO   -8.8807 eV

The geometry in ORCA input format:
```
! wB97M-V def2-TZVPD RIJCOSX def2/J DEFGRID3
* xyz 0 1
N -2.39 0.75 -2.01
C -1.63 -0.42 -2.42
C -0.35 -0.35 -3.27
C 0.87 0.27 -2.59
C 0.91 0.01 -1.06
N 2.17 0.39 -0.46
C 2.27 1.63 0.21
O 1.88 2.74 -0.68
H -1.77 1.50 -1.69
H -3.08 0.97 -2.71
H -1.28 -0.88 -1.49
H -2.30 -1.20 -2.78
H -0.05 -1.39 -3.36
H -0.61 0.23 -4.16
H 0.89 1.36 -2.64
H 1.85 0.07 -3.03
H 0.63 -1.03 -0.83
H 0.08 0.58 -0.66
H 3.00 0.10 -0.96
H 3.26 1.90 0.54
H 1.59 1.85 1.02
H 2.49 2.76 -1.39
O -0.20 1.89 1.99
H -0.42 2.80 1.76
H -1.08 1.49 1.89
O 1.55 0.93 3.82
H 1.86 0.03 3.65
H 1.00 1.15 3.04
O 2.47 -2.02 1.20
H 2.65 -1.18 0.74
H 3.30 -2.51 1.25
O -2.77 -2.94 -0.38
H -2.44 -2.22 0.17
H -2.29 -3.70 -0.03
O -0.76 -1.11 2.36
H -0.10 -1.06 3.06
H -1.55 -1.00 2.87
O -0.83 2.64 -0.62
H -0.36 2.22 0.11
H -0.14 3.03 -1.17
O -3.03 -0.15 0.86
H -3.53 0.30 0.16
H -2.28 0.45 0.72
O 0.35 -3.72 0.96
H 1.09 -3.13 1.22
H -0.42 -3.35 1.40
*
```

Löwdin atomic charge list, values in e, 8 entries: number 1, N, carries 0.015; number 2, C, carries -0.291; number 3, C, carries -0.172; number 4, C, carries -0.182; number 5, C, carries -0.207; number 6, N, carries -0.046; number 7, C, carries -0.226; number 8, O, carries -0.088



Entry from OMol25: a molecular structure, C5H9NO4P (ωB97M-V/def2-TZVPD).

Relative energy (zero: lowest compared OMol25 entry of this formula, charge and spin)   105.0 kJ/mol
E_HOMO   -4.0698 eV

The geometry in ORCA input format:
```
! wB97M-V def2-TZVPD RIJCOSX def2/J DEFGRID3
* xyz -1 1
C 2.12 -1.30 1.44
C 1.81 -1.39 0.10
C 1.40 -0.31 -0.68
C -0.23 1.89 -0.88
C -0.34 0.53 -0.15
N -0.44 0.62 1.23
O -1.38 -1.92 0.16
O -1.89 -0.77 -2.07
O 1.90 0.13 -1.68
O -3.04 0.02 0.01
P -1.60 -0.69 -0.63
H 2.17 -2.17 2.04
H 2.46 -0.44 1.96
H 1.57 -2.30 -0.35
H -1.08 2.39 -1.07
H 0.31 1.67 -1.77
H 0.39 2.58 -0.20
H -3.41 0.28 -0.90
H -0.69 -0.23 1.78
H -0.02 1.39 1.67
*
```

Löwdin atomic charge list, values in e, 8 entries: number 1, C, carries 0.027; number 2, C, carries -0.125; number 3, C, carries -0.305; number 4, C, carries -0.051; number 5, C, carries -0.445; number 6, N, carries 0.025; number 7, O, carries -0.351; number 8, O, carries -0.357



Entry from OMol25: 4 unconnected molecules or ions with the total composition C23H49ClFN3O12PS3 (ωB97M-V/def2-TZVPD).

E_HOMO   -11.6493 eV

The geometry in ORCA input format:
```
! wB97M-V def2-TZVPD RIJCOSX def2/J DEFGRID3
* xyz 1 1
C 5.76 0.75 4.13
C 4.28 0.45 4.37
Cl 3.35 1.95 4.03
C 3.82 -0.71 3.46
C 2.49 -0.49 2.81
C 1.26 -0.57 3.51
P 1.24 -1.02 5.28
O 2.54 -1.42 5.82
O 0.15 -2.16 5.48
O 0.64 0.27 5.97
C 0.08 -0.26 2.81
C -1.27 -0.14 3.45
C -1.71 1.33 3.58
C -3.20 1.48 3.86
C -4.13 0.86 2.81
N -4.56 -0.50 3.17
C 0.19 0.00 1.42
C -0.98 0.33 0.51
C -0.78 -0.18 -0.90
F -1.10 1.71 0.49
N 1.34 0.02 0.82
N 2.44 -0.19 1.52
C 3.66 -0.04 0.70
H 5.89 1.24 3.16
H 6.32 -0.18 4.12
H 6.15 1.40 4.90
H 4.16 0.20 5.41
H 4.60 -0.87 2.73
H 3.73 -1.63 4.04
H -0.17 -2.51 4.64
H 1.26 0.56 6.65
H -1.33 -0.61 4.42
H -1.98 -0.66 2.82
H -1.16 1.76 4.42
H -1.41 1.92 2.71
H -3.43 2.54 3.93
H -3.43 0.99 4.81
H -5.02 1.47 2.77
H -3.70 0.91 1.81
H -5.53 -0.64 2.93
H -4.04 -1.19 2.64
H -1.89 -0.10 0.91
H -1.71 -0.10 -1.46
H -0.01 0.39 -1.41
H -0.51 -1.23 -0.89
H 4.33 0.64 1.22
H 3.37 0.38 -0.25
H 4.13 -1.01 0.57
O -7.54 -1.88 1.91
S -8.63 -2.15 2.81
O -8.81 -3.47 3.34
O -9.98 -1.66 2.13
C -10.28 -2.13 0.80
C -10.82 -3.55 0.80
C -8.60 -0.99 4.13
H -9.40 -2.04 0.17
H -11.03 -1.44 0.43
H -10.06 -4.27 1.10
H -11.17 -3.81 -0.20
H -11.66 -3.64 1.50
H -8.50 0.01 3.72
H -7.74 -1.24 4.75
H -9.52 -1.10 4.70
O 2.12 1.84 -3.48
S 3.26 2.68 -3.62
O 4.42 2.43 -2.81
O 2.81 4.19 -3.42
C 2.04 4.51 -2.24
C 2.90 4.63 -1.00
C 3.73 2.80 -5.31
H 1.24 3.78 -2.12
H 1.57 5.47 -2.47
H 3.31 3.66 -0.71
H 2.29 5.01 -0.17
H 3.73 5.30 -1.17
H 2.85 3.04 -5.90
H 4.14 1.84 -5.61
H 4.49 3.58 -5.40
O 4.21 0.14 -8.03
S 4.45 -0.97 -8.89
O 3.38 -1.86 -9.23
O 5.67 -1.81 -8.30
C 5.59 -2.21 -6.92
C 4.69 -3.41 -6.71
C 5.25 -0.43 -10.37
H 5.28 -1.36 -6.31
H 6.62 -2.46 -6.65
H 3.65 -3.16 -6.90
H 4.78 -3.76 -5.68
H 4.96 -4.22 -7.39
H 6.09 0.21 -10.10
H 4.51 0.12 -10.94
H 5.58 -1.31 -10.92
*
```

Löwdin atomic charge list, values in e, 8 entries: number 1, C, carries -0.115; number 2, C, carries -0.674; number 3, Cl, carries 0.685; number 4, C, carries -0.145; number 5, C, carries -0.195; number 6, C, carries -0.070; number 7, P, carries 0.467; number 8, O, carries -0.238